No. 1
{
  "formula": "C9H9NO2",
  "method": "wB97M-V/def2-TZVPD",
  "max_force_ev_per_a": 9.9,
  "orbital_gap_ev": [6.81, 8.50],
  "total_energy_ha": -553.27708,
  "multiplicity": 3,
  "s_squared": 2.01,
  "lumo_ev": [0.662, -1.514],
  "e_above_lowest_kj_mol": 262.7,
  "symbols": ["C", "C", "C", "C", "C", "C", "C", "C", "C", "N", "O", "O", "H", "H", "H", "H", "H", "H", "H", "H", "H"],
  "coordinates": [[-0.326234, 1.967773, -0.738911], [0.512435, 1.123837, -1.329438], [-0.135313, 1.518966, 0.680476], [1.003453, 0.587620, -0.016972], [0.548464, 0.447473, -2.654334], [-0.865527, 0.148685, 1.037031], [0.298742, -0.584283, 0.429130], [-1.083991, -0.087552, 2.541451], [0.732873, -1.823479, 0.633047], [0.589227, -0.923060, -2.489560], [0.592771, 1.065448, -3.713612], [1.182559, 1.508016, 0.924204], [-1.131934, 2.621131, -1.214847], [-1.756278, 0.107846, 0.404397], [-1.762361, -0.892050, 2.771358], [-1.577623, 0.740229, 3.098277], [-0.113541, -0.266100, 3.020277], [1.628424, -2.115687, 0.306542], [0.790798, -1.281271, -1.601883], [0.021271, -2.433688, 1.211427], [0.851784, -1.429854, -3.298060]],
  "forces_ev_per_a": [[-3.317, 2.442, 0.043], [1.549, -1.306, 1.199], [-6.882, 4.600, 1.538], [5.561, -4.783, -6.647], [0.947, 0.416, -0.312], [0.001, 1.696, 0.728], [0.669, -1.435, 1.435], [-0.114, 0.770, 0.408], [-4.589, 1.302, 1.576], [-0.475, 1.932, -1.710], [-0.420, -1.056, 1.078], [1.185, 0.467, 1.666], [1.128, -1.062, 0.952], [-0.006, -0.096, 0.286], [0.032, -0.804, -0.298], [0.511, -0.037, -0.801], [-0.276, -0.046, -0.058], [3.373, -1.430, -0.987], [0.183, -0.659, 1.068], [0.763, -0.316, -0.548], [0.177, -0.595, -0.618]]
}


No. 2
{
  "formula": "C4H14N2O",
  "method": "wB97M-V/def2-TZVPD",
  "max_force_ev_per_a": 1.3,
  "smiles": "CNCCCN.O",
  "orbital_gap_ev": 9.75,
  "total_energy_ha": -345.52012,
  "multiplicity": 1,
  "lumo_ev": 0.695,
  "e_above_lowest_kj_mol": 147.2,
  "symbols": ["C", "C", "C", "C", "N", "N", "H", "H", "H", "H", "H", "H", "H", "H", "H", "H", "H", "H", "H", "H", "O"],
  "coordinates": [[1.561740, 0.763125, 0.332734], [0.363058, 1.403851, -0.417049], [-0.939794, 0.649211, -0.254935], [-2.903799, 1.189755, 1.119090], [-1.489625, 0.845078, 1.112179], [1.797003, -0.674217, 0.168771], [1.496702, 0.946991, 1.396945], [2.437070, 1.332624, 0.010113], [0.295045, 2.418505, -0.036523], [0.652046, 1.454325, -1.465258], [-0.807175, -0.414855, -0.449846], [-1.648678, 1.015787, -0.981921], [-3.114736, 1.941830, 0.374320], [-3.609568, 0.368489, 0.953362], [-3.201184, 1.653744, 2.065352], [-1.384628, -0.051534, 1.578557], [1.507358, -0.959823, -0.763923], [1.123195, -1.119503, 0.785186], [3.276593, -4.575498, -1.552608], [2.193144, -3.623831, -2.015293], [2.396227, -4.564057, -1.959245]],
  "forces_ev_per_a": [[0.156, 0.633, -0.310], [0.893, -0.862, 0.361], [-0.075, 0.506, 0.695], [-0.450, 0.228, 0.552], [0.002, -0.622, -0.466], [-0.642, 0.155, -0.042], [-0.220, 0.069, 0.306], [0.171, -0.211, -0.031], [-0.330, 0.197, -0.065], [-0.132, 0.019, -0.280], [0.090, -0.107, -0.187], [-0.337, 0.091, -0.261], [0.096, 0.239, -0.372], [0.151, -0.207, -0.164], [0.229, -0.150, 0.066], [-0.009, 0.322, 0.253], [0.187, 0.026, -0.028], [0.209, -0.334, -0.044], [-0.331, -0.095, -0.141], [-0.055, -0.077, -0.027], [0.395, 0.182, 0.183]]
}


No. 3
{
  "formula": "C4H5NO2",
  "method": "wB97M-V/def2-TZVPD",
  "max_force_ev_per_a": 4.9,
  "smiles": "N#CCC(=O)CO",
  "orbital_gap_ev": 10.65,
  "total_energy_ha": -360.60452,
  "multiplicity": 1,
  "lumo_ev": 0.390,
  "e_above_lowest_kj_mol": 170.4,
  "symbols": ["C", "C", "C", "O", "C", "O", "N", "H", "H", "H", "H", "H"],
  "coordinates": [[-1.407905, 0.011283, 0.340013], [0.905392, 0.728696, -0.179537], [0.134068, -0.482080, 0.121710], [-2.249166, -0.765191, -0.473066], [2.459607, 0.388973, -0.278973], [0.404361, -1.660075, 0.040370], [3.541629, -0.033131, -0.222599], [-2.022946, -1.701730, -0.320213], [-1.570684, 1.063524, 0.102583], [-1.626120, -0.151334, 1.399172], [0.814528, 1.464415, 0.621072], [0.617236, 1.136650, -1.150531]],
  "forces_ev_per_a": [[1.207, -1.506, 0.155], [4.918, -0.254, -0.258], [-3.286, -0.606, -0.496], [0.038, -0.385, 0.061], [-0.812, -0.437, 0.486], [0.031, 1.678, 0.311], [-1.678, 0.911, -0.241], [-0.085, 0.483, -0.105], [0.210, -0.127, -0.114], [-0.037, 0.145, 0.180], [-0.229, 0.067, -0.203], [-0.276, 0.030, 0.221]]
}


No. 4
{
  "formula": "C63H46FGeNO3P3Pd",
  "method": "wB97M-V/def2-TZVPD",
  "max_force_ev_per_a": 0.8,
  "charge": -1,
  "orbital_gap_ev": 4.59,
  "total_energy_ha": -6037.66301,
  "multiplicity": 1,
  "lumo_ev": 2.332,
  "e_above_lowest_kj_mol": 0.0,
  "symbols": ["Pd", "F", "Ge", "C", "C", "C", "C", "C", "C", "P", "C", "C", "C", "C", "C", "C", "C", "C", "C", "C", "C", "C", "C", "C", "C", "C", "C", "C", "P", "C", "C", "C", "C", "C", "C", "C", "C", "C", "C", "C", "C", "C", "C", "C", "C", "C", "C", "P", "C", "C", "C", "C", "C", "C", "C", "C", "C", "C", "C", "C", "H", "H", "H", "H", "H", "H", "H", "H", "H", "H", "H", "H", "H", "H", "H", "H", "H", "H", "H", "H", "H", "H", "H", "H", "H", "H", "H", "H", "H", "H", "H", "H", "H", "H", "H", "H", "H", "H", "H", "H", "H", "H", "O", "C", "O", "C", "N", "C", "O", "C", "C", "C", "C", "C", "C", "H", "H", "H", "H"],
  "coordinates": [[-0.036467, 0.003318, 0.073101], [-4.772185, 0.021363, 3.284759], [-3.261127, 0.142431, 2.320555], [-3.984132, 1.660737, 1.247010], [-5.141999, 2.205452, 1.824923], [-5.874270, 3.199294, 1.198351], [-5.483572, 3.667038, -0.045029], [-4.337500, 3.154319, -0.621088], [-3.565828, 2.174597, 0.012464], [-2.014784, 1.633404, -0.790482], [-2.648110, 0.791123, -2.321724], [-3.978866, 0.778375, -2.736481], [-4.340778, 0.228802, -3.961301], [-3.377827, -0.312625, -4.799688], [-2.056426, -0.352983, -4.379212], [-1.704450, 0.169619, -3.145235], [-1.415045, 3.200461, -1.581073], [-0.602133, 3.166335, -2.708376], [-0.040429, 4.328964, -3.224333], [-0.289982, 5.547387, -2.621781], [-1.095289, 5.595433, -1.490894], [-1.636607, 4.435568, -0.966365], [-3.389064, -1.737300, 1.649997], [-4.626352, -2.304818, 2.019975], [-4.941423, -3.628686, 1.786714], [-4.015509, -4.458105, 1.175013], [-2.812245, -3.920088, 0.779507], [-2.480834, -2.570094, 0.986984], [-0.856316, -2.130129, 0.214922], [0.262922, -3.307323, 1.086372], [1.550867, -3.537518, 0.600660], [2.371266, -4.482855, 1.199379], [1.938641, -5.188654, 2.311235], [0.689551, -4.914876, 2.846191], [-0.137932, -3.978872, 2.243258], [-1.210879, -2.935021, -1.408758], [-0.334394, -3.788776, -2.066131], [-0.720553, -4.429065, -3.237238], [-1.989420, -4.232819, -3.758746], [-2.867851, -3.372656, -3.114406], [-2.475515, -2.719798, -1.958475], [-2.127446, 0.325474, 3.945599], [-2.859090, 0.270622, 5.145465], [-2.235786, 0.327308, 6.378801], [-0.855684, 0.447441, 6.457836], [-0.125573, 0.524005, 5.290565], [-0.741709, 0.454100, 4.035163], [0.302678, 0.726734, 2.559675], [1.689961, -0.475762, 2.793299], [1.746856, -1.440828, 3.793631], [2.846047, -2.284621, 3.909135], [3.904397, -2.181536, 3.022603], [3.842142, -1.252661, 1.991910], [2.741898, -0.421224, 1.869670], [1.079440, 2.313567, 3.133343], [2.417908, 2.645498, 2.981842], [2.901398, 3.877142, 3.420759], [2.052713, 4.787773, 4.016833], [0.705002, 4.471403, 4.161963], [0.225059, 3.257530, 3.711952], [-5.483811, 1.844157, 2.781057], [-6.756836, 3.597136, 1.684863], [-6.054547, 4.431953, -0.557066], [-4.013522, 3.530892, -1.582054], [-4.749733, 1.209771, -2.111918], [-5.381626, 0.240595, -4.263369], [-3.659901, -0.727571, -5.760002], [-1.296538, -0.818154, -4.995215], [-0.677023, 0.086212, -2.815103], [-0.360221, 2.231918, -3.187353], [0.617666, 4.265206, -4.082001], [0.165120, 6.451417, -3.007023], [-1.268884, 6.538463, -0.986272], [-2.196656, 4.485202, -0.045747], [-5.360465, -1.691782, 2.514778], [-5.908536, -4.008293, 2.093632], [-4.231903, -5.502761, 0.989700], [-2.102366, -4.561020, 0.274010], [1.913708, -2.970447, -0.246260], [3.361957, -4.653296, 0.795885], [2.582058, -5.926552, 2.775208], [0.352129, -5.426620, 3.739683], [-1.106674, -3.785385, 2.681081], [0.655432, -3.964270, -1.676792], [-0.022074, -5.090473, -3.735221], [-2.292056, -4.742698, -4.665481], [-3.858002, -3.197888, -3.514763], [-3.177154, -2.055927, -1.468278], [-3.932894, 0.184204, 5.112642], [-2.835190, 0.286599, 7.280548], [-0.356823, 0.502477, 7.417571], [0.946988, 0.665359, 5.339069], [0.931271, -1.546269, 4.497445], [2.864374, -3.030869, 4.694345], [4.759948, -2.839978, 3.114777], [4.644048, -1.180919, 1.267377], [2.699717, 0.277228, 1.042349], [3.111001, 1.970413, 2.515096], [3.945505, 4.119441, 3.267555], [2.427661, 5.748369, 4.348788], [0.020608, 5.186716, 4.601769], [-0.833513, 3.046645, 3.787723], [1.589638, -1.564851, -1.845578], [1.421773, -0.513583, -1.276138], [2.329388, 0.481376, -1.536819], [2.058295, 1.687364, -0.909617], [0.920529, 1.700696, -0.161422], [0.668522, 2.948970, 0.375341], [-0.370091, 3.180626, 1.079764], [1.760318, 3.745996, -0.064949], [2.076682, 5.092971, 0.175147], [3.202339, 5.643475, -0.380068], [4.054255, 4.847071, -1.215078], [3.797386, 3.534946, -1.477564], [2.639839, 2.924732, -0.898902], [1.419485, 5.683310, 0.806431], [3.454351, 6.681706, -0.197819], [4.935007, 5.308889, -1.649640], [4.461569, 2.958177, -2.111429]],
  "forces_ev_per_a": [[-0.390, 0.665, 0.177], [-0.072, -0.034, 0.057], [0.121, 0.035, -0.046], [0.028, 0.042, 0.009], [0.047, 0.035, 0.008], [-0.010, 0.008, -0.012], [0.003, -0.012, 0.027], [-0.006, 0.007, 0.022], [-0.010, -0.058, 0.033], [0.105, -0.241, -0.188], [-0.039, 0.042, 0.025], [-0.037, 0.004, -0.014], [0.002, -0.002, 0.020], [-0.003, -0.054, 0.017], [-0.009, -0.011, 0.027], [0.010, 0.048, 0.002], [0.023, 0.007, 0.069], [0.002, 0.019, 0.053], [-0.004, -0.049, 0.002], [-0.002, 0.018, 0.015], [0.008, 0.000, -0.014], [-0.030, -0.014, -0.032], [-0.053, 0.005, -0.071], [0.017, 0.008, -0.047], [0.001, -0.011, 0.000], [-0.008, 0.010, 0.007], [-0.013, 0.017, 0.016], [0.056, 0.004, 0.035], [-0.028, -0.160, -0.036], [-0.093, -0.014, 0.070], [0.030, 0.029, -0.013], [-0.038, -0.005, -0.010], [-0.017, 0.004, -0.003], [0.022, 0.002, 0.004], [0.004, -0.015, -0.041], [-0.021, -0.026, 0.047], [0.009, -0.004, -0.022], [0.012, 0.002, 0.025], [-0.011, 0.016, -0.016], [0.032, 0.020, -0.025], [0.015, -0.013, -0.025], [-0.013, -0.036, 0.042], [0.007, -0.009, 0.006], [0.008, -0.004, -0.001], [-0.027, 0.005, -0.009], [-0.014, 0.035, -0.010], [0.008, -0.020, 0.002], [0.270, -0.143, -0.170], [0.034, 0.109, 0.062], [0.006, -0.026, 0.039], [-0.017, 0.014, -0.009], [0.001, 0.035, -0.012], [0.017, -0.007, 0.038], [-0.010, 0.056, 0.021], [-0.051, -0.027, 0.103], [-0.142, -0.031, 0.045], [0.024, -0.011, 0.026], [0.004, -0.002, -0.006], [-0.011, -0.011, 0.006], [0.021, -0.043, 0.064], [-0.002, 0.035, -0.027], [0.012, 0.002, 0.000], [0.003, -0.008, 0.002], [0.002, 0.002, -0.008], [0.010, 0.000, 0.006], [0.008, -0.007, 0.003], [0.004, 0.008, 0.004], [-0.009, 0.008, 0.000], [0.041, 0.006, 0.031], [0.006, -0.118, -0.037], [-0.010, -0.001, 0.010], [0.003, -0.005, 0.004], [0.001, -0.012, -0.003], [0.002, 0.001, 0.015], [-0.001, -0.012, -0.020], [0.003, 0.005, -0.014], [0.007, 0.003, 0.010], [0.017, -0.010, 0.000], [-0.004, -0.009, -0.003], [-0.008, 0.004, 0.009], [-0.002, 0.007, -0.004], [0.004, 0.004, -0.013], [-0.021, 0.014, 0.005], [0.004, 0.005, 0.004], [-0.007, 0.009, 0.005], [0.002, 0.001, 0.008], [-0.003, 0.015, -0.006], [-0.004, 0.028, -0.014], [0.025, -0.005, 0.020], [0.004, -0.005, -0.009], [-0.004, 0.004, -0.004], [-0.008, 0.023, -0.003], [0.028, -0.026, -0.031], [-0.006, -0.002, -0.005], [-0.001, 0.006, 0.004], [-0.001, 0.008, 0.002], [0.034, 0.053, 0.073], [0.106, -0.211, -0.142], [-0.009, -0.006, -0.008], [0.001, -0.002, 0.000], [-0.002, -0.005, -0.005], [-0.002, 0.012, 0.002], [0.018, -0.107, -0.068], [0.053, 0.077, 0.060], [-0.004, 0.059, -0.007], [-0.022, -0.086, 0.001], [0.042, 0.048, 0.106], [-0.041, -0.035, -0.112], [0.000, -0.061, -0.178], [0.004, 0.062, -0.055], [-0.030, -0.028, -0.010], [0.044, -0.038, -0.023], [-0.024, 0.040, 0.041], [-0.067, -0.031, 0.026], [0.032, 0.093, -0.013], [0.000, -0.016, -0.005], [0.003, -0.009, -0.008], [0.001, -0.001, -0.003], [0.002, 0.005, -0.003]]
}